[1]
ORCA calculation (ωB97M-V/def2-TZVPD) on a structure of composition C29H43N3O7P2Y in a non-equilibrium geometry.

As for the spin multiplicity: 1. The HOMO-LUMO gap comes out at 4.99 eV. As for the charge: +1. Its LUMO energy is -5.187 eV. As for the total energy: -69177.8488 eV.

CARTESIAN COORDINATES (ANGSTROEM)
1 Y 1.592 -0.484 0.349
2 P 0.070 0.931 -3.580
3 P 2.140 -0.895 -2.194
4 O 0.354 3.614 1.064
5 O 2.604 0.336 1.996
6 O 2.359 5.987 4.623
7 O 3.150 4.902 6.345
8 O 0.780 1.535 0.541
9 O 4.252 -0.779 3.646
10 O 4.370 0.097 5.666
11 N 4.032 0.154 4.448
12 N 2.768 4.932 5.160
13 N 1.015 2.603 1.288
14 C 3.377 2.538 4.798
15 C 0.047 2.655 -4.154
16 C -0.606 -2.165 0.835
17 C -4.685 0.972 -0.610
18 C -2.430 1.691 -1.612
19 C 1.589 -3.145 3.680
20 C -2.470 -0.761 -2.539
21 C 3.959 -1.020 -2.481
22 C -1.948 -0.182 1.869
23 C 0.850 -2.449 2.593
24 C -5.423 0.157 -1.638
25 C -4.748 0.205 -3.032
26 C 0.180 -1.214 2.773
27 C 3.385 1.381 4.005
28 C 2.088 3.767 3.130
29 C -0.597 0.068 -5.076
30 C -3.676 1.859 -0.756
31 C -1.917 0.255 -1.590
32 C 0.178 -0.418 4.018
33 C 2.778 3.726 4.350
34 C -3.673 -0.797 -3.133
35 C 1.466 -2.374 -3.089
36 C -0.740 -1.022 1.699
37 C 0.473 -2.957 1.319
38 C 1.784 0.355 -3.531
39 C 2.679 1.391 2.756
40 C -1.572 -2.656 -0.166
41 C 1.967 2.593 2.362
42 C 0.789 -4.287 0.753
43 H -0.091 0.454 -5.975
44 H -2.379 0.137 0.922
45 H -0.450 -1.019 -5.000
46 H -3.622 2.754 -0.124
47 H 3.799 2.532 5.799
48 H -1.676 0.263 -5.175
49 H 4.348 -1.991 -2.150
50 H 1.253 -2.785 4.665
51 H -1.239 -3.551 -0.703
52 H 1.411 -4.231 3.698
53 H -0.830 -0.422 4.467
54 H 1.788 -4.610 1.035
55 H 0.894 -0.839 4.739
56 H -4.367 1.208 -3.213
57 H 2.428 1.229 -3.401
58 H 4.427 -0.211 -1.902
59 H 2.668 -2.957 3.613
60 H -5.494 0.017 -3.817
61 H 1.611 4.686 2.815
62 H -0.048 2.747 -5.243
63 H -2.572 2.021 -2.648
64 H -1.669 -1.912 -0.942
65 H -1.737 0.748 2.413
66 H 4.201 -0.870 -3.543
67 H -2.755 -0.742 2.373
68 H 0.628 -2.815 -2.527
69 H -0.802 0.275 -1.724
70 H -5.160 0.836 0.373
71 H 0.072 -5.053 1.075
72 H 2.012 -0.093 -4.507
73 H -5.458 -0.887 -1.285
74 H -2.597 -2.823 0.202
75 H 1.091 -2.140 -4.097
76 H -1.990 -0.099 -0.563
77 H 2.256 -3.128 -3.219
78 H -6.481 0.465 -1.743
79 H -0.817 3.150 -3.690
80 H -3.937 -1.678 -3.704
81 H 0.441 0.639 3.863
82 H 0.760 -4.297 -0.340
83 H -1.806 -1.629 -2.699
84 H -1.663 2.361 -1.176
85 H 0.959 3.159 -3.825



[2]
ORCA calculation (ωB97M-V/def2-TZVPD) on a structure of composition C29H44BN7OS3Yb in a non-equilibrium geometry.

As for the spin multiplicity: 2. The HOMO-LUMO gap (spin up / spin down) comes out at 6.87 / 6.80 eV. As for the charge: +3. Its LUMO energy (spin up / spin down) is -10.290 / -10.364 eV. As for the total energy: -107957.2316 eV.

CARTESIAN COORDINATES (ANGSTROEM)
1 Yb -3.374 -1.940 -0.129
2 S -3.334 0.355 -1.574
3 S -1.933 -2.637 2.000
4 S -1.576 -3.286 -1.803
5 O -4.761 -1.101 1.324
6 N -0.512 -0.888 -1.807
7 N -0.009 0.261 -2.250
8 N -1.398 0.275 0.260
9 N 0.114 -1.753 0.524
10 N -0.706 0.700 1.343
11 N -6.716 -1.582 2.331
12 N 1.389 -1.504 0.182
13 C -0.458 -3.196 -4.745
14 C -5.554 -0.974 2.311
15 C 0.381 0.326 -3.499
16 C 0.163 2.815 -3.409
17 C -5.192 -0.099 3.464
18 C 0.731 -3.149 2.336
19 C 0.272 -0.813 -4.343
20 C 0.348 1.297 3.826
21 C -2.292 1.062 -0.424
22 C -0.274 -2.495 1.574
23 C -0.756 1.958 1.667
24 C -0.744 -1.975 -2.557
25 C -0.462 3.644 3.515
26 C 0.985 1.640 -3.955
27 C 4.313 -0.936 1.847
28 C -3.135 3.374 -0.983
29 C -2.305 2.459 -0.149
30 C 2.025 -2.916 1.965
31 C 0.129 2.420 2.807
32 C 2.345 -2.030 0.899
33 C 1.049 1.733 -5.481
34 C 4.608 -2.928 0.333
35 C 1.474 2.798 2.150
36 C 0.367 -4.050 3.468
37 C -0.296 -1.980 -3.898
38 C 3.869 -0.728 -0.609
39 C 2.416 1.685 -3.383
40 C -1.530 2.879 0.893
41 C 3.779 -1.663 0.595
42 B -0.777 -0.932 -0.340
43 H 0.169 -4.002 -4.358
44 H 4.907 -0.435 -0.758
45 H 0.070 1.579 -5.939
46 H 0.611 -0.743 -5.367
47 H 3.518 -1.223 -1.516
48 H -0.827 2.830 -3.872
49 H 2.824 -3.428 2.486
50 H 1.389 2.730 -5.757
51 H 0.679 0.378 3.343
52 H 4.263 -1.559 2.742
53 H -5.773 0.825 3.420
54 H 2.914 2.591 -3.725
55 H -2.762 3.365 -2.011
56 H 0.146 3.869 4.391
57 H -7.031 -2.166 1.571
58 H 1.247 -4.566 3.842
59 H 3.277 0.174 -0.449
60 H -0.571 1.094 4.380
61 H -0.454 4.537 2.889
62 H 4.611 -3.613 1.181
63 H -3.099 4.392 -0.605
64 H -0.376 -4.786 3.158
65 H 1.109 1.603 4.543
66 H 1.356 3.604 1.422
67 H 1.762 1.025 -5.907
68 H -7.352 -1.456 3.105
69 H 3.755 -0.016 2.035
70 H 1.915 1.935 1.648
71 H -0.176 -2.994 -5.775
72 H -4.135 0.145 3.429
73 H 4.240 -3.464 -0.544
74 H 2.159 3.145 2.923
75 H -4.173 3.042 -1.028
76 H -0.072 -3.481 4.290
77 H 5.358 -0.669 1.690
78 H -1.488 -3.557 -4.722
79 H 2.404 1.685 -2.292
80 H 3.003 0.831 -3.727
81 H -1.481 3.454 3.858
82 H -1.515 3.927 1.160
83 H 5.642 -2.642 0.143
84 H 0.054 2.757 -2.326
85 H 0.663 3.751 -3.656
86 H -5.424 -0.594 4.407